2 unconnected molecules or ions with the total composition C5H12S at a distorted geometry, computed with ωB97M-V with the def2-TZVPD basis set.

Last column: Mulliken spin population.
Atoms and positions in Å:
C 2.35431 0.06399 1.13773  0.039
C 1.94897 -1.33101 1.59673  -0.037
S 0.82363 -1.24454 3.07073  0.980
H 2.42542 0.70165 2.03997  -0.003
H 1.68382 0.66278 0.52968  0.001
H 3.34828 0.08077 0.69556  0.006
H 1.49929 -1.86426 0.76516  -0.009
H 2.79640 -1.89558 1.98229  0.037
H -0.27263 -1.82202 2.48557  -0.013
C -2.26964 -0.19939 -1.06194  0.000
C -1.79281 1.20775 -1.31778  0.000
C -1.18237 1.65063 -2.41028  0.000
H -2.69092 -0.61685 -1.97421  0.000
H -1.44718 -0.85965 -0.75582  0.000
H -3.03833 -0.27528 -0.30849  0.000
H -2.09830 1.96936 -0.60592  0.000
H -1.12618 2.71577 -2.57752  0.000
H -0.96176 1.05589 -3.29145  0.000

Summary:
Energy above the lowest of the compared OMol25 structures with the same formula, charge and spin (kJ/mol): 169.7
Highest occupied orbital energy (spin up / spin down) (eV): -12.24 / -12.23
Multiplicity: 2
DFT total energy (eV): -16204.3873
Orbital gap (spin up / spin down) (eV): 7.78 / 2.90
Total charge: +1


C5H12S3 in the gas phase at a distorted geometry, computed with ωB97M-V with the def2-TZVPD basis set.

Last column: natural (NBO) charge in e.
Atoms and positions in Å:
C -0.85399 -2.54171 0.80271  -0.764
C -0.75437 0.15457 0.21430  -0.582
C 0.70757 0.14557 -0.01731  -0.519
C 1.01972 2.25293 1.64067  -0.764
C -0.02500 0.06797 -2.72988  -0.789
H 0.08829 -2.86391 0.43290  0.219
H -1.48145 -3.36946 1.07202  0.236
H -0.57051 -2.10895 1.78804  0.208
H -1.10030 0.53336 1.25150  0.229
H -1.08249 0.92079 -0.46603  0.233
H 1.18660 -0.55146 0.67465  0.227
H 1.07895 1.38266 2.34921  0.213
H -0.06238 2.55028 1.73896  0.214
H 1.64891 3.09823 1.96631  0.236
H -1.02807 -0.20357 -2.50540  0.219
H 0.26578 -0.31371 -3.74896  0.245
H 0.09830 1.15961 -2.70582  0.224
S -1.75830 -1.31675 -0.14044  0.225
S 1.56897 1.70356 -0.02637  0.247
S 1.05374 -0.70001 -1.59106  0.242

Summary:
Energy above the lowest of the compared OMol25 structures with the same formula, charge and spin (kJ/mol): 77.8
SMILES string: CSCC(SC)SC
Highest occupied orbital energy (eV): -8.37
DFT total energy (eV): -37884.6384
Orbital gap (eV): 9.13
Total charge: 0


C5H12Si in the gas phase at a distorted geometry, computed with ωB97M-V with the def2-TZVPD basis set.

Last column: Mulliken spin population.
Atoms and positions in Å:
C 1.18099 0.43406 -0.41639  0.765
C -1.88632 0.35803 0.52896  0.836
C 1.68631 -0.74078 -1.02588  -0.001
C 2.08716 1.04399 0.65589  -0.014
C -2.81563 -0.77949 0.22142  -0.009
Si -0.57939 1.05395 -0.57841  0.070
H 1.62883 -1.60300 -0.30767  0.090
H 2.79054 -0.73123 -1.09271  0.031
H 1.21622 -1.07062 -1.94824  0.008
H 1.56617 1.81832 1.25886  0.001
H 3.01712 1.47885 0.25989  0.043
H 2.50802 0.29108 1.25414  0.034
H -3.68834 -0.43269 0.78499  0.035
H -3.07454 -0.85932 -0.77956  0.004
H -2.47232 -1.67960 0.68287  0.054
H -1.77905 0.58006 1.57651  0.029
H -0.63844 0.31455 -1.90995  0.007
H -0.58632 2.48355 -0.36319  0.018

Summary:
Energy above the lowest of the compared OMol25 structures with the same formula, charge and spin (kJ/mol): 0.0
Highest occupied orbital energy (spin up / spin down) (eV): -7.16 / -10.06
Multiplicity: 3
DFT total energy (eV): -13253.0614
Orbital gap (spin up / spin down) (eV): 8.16 / 9.73
Total charge: 0


energy above the lowest of the compared OMol25 structures with the same formula, charge and spin of number 2 (C5H12S3)? 77.8 kJ/mol


Repeat the third record exactly.
C5H12Si in the gas phase at a distorted geometry, computed with ωB97M-V with the def2-TZVPD basis set.

Last column: Mulliken spin population.
Atoms and positions in Å:
C 1.18099 0.43406 -0.41639  0.765
C -1.88632 0.35803 0.52896  0.836
C 1.68631 -0.74078 -1.02588  -0.001
C 2.08716 1.04399 0.65589  -0.014
C -2.81563 -0.77949 0.22142  -0.009
Si -0.57939 1.05395 -0.57841  0.070
H 1.62883 -1.60300 -0.30767  0.090
H 2.79054 -0.73123 -1.09271  0.031
H 1.21622 -1.07062 -1.94824  0.008
H 1.56617 1.81832 1.25886  0.001
H 3.01712 1.47885 0.25989  0.043
H 2.50802 0.29108 1.25414  0.034
H -3.68834 -0.43269 0.78499  0.035
H -3.07454 -0.85932 -0.77956  0.004
H -2.47232 -1.67960 0.68287  0.054
H -1.77905 0.58006 1.57651  0.029
H -0.63844 0.31455 -1.90995  0.007
H -0.58632 2.48355 -0.36319  0.018

Summary:
Energy above the lowest of the compared OMol25 structures with the same formula, charge and spin (kJ/mol): 0.0
Highest occupied orbital energy (spin up / spin down) (eV): -7.16 / -10.06
Multiplicity: 3
DFT total energy (eV): -13253.0614
Orbital gap (spin up / spin down) (eV): 8.16 / 9.73
Total charge: 0


Among the records above, which one has the highest total charge? C5H12S